No. 1
Here is a structure of composition C4H2LaO2 at a distorted geometry from the Open Molecules 2025 dataset. Energies are from wB97M-V/def2-TZVPD.

Properties
**Spin multiplicity**: 2
**Net charge**: +2
**HOMO energy (alpha / beta)**: -15.716 / -16.649 eV
**Maximum force**: 3.767 eV/Å
**Orbital gap (alpha / beta)**: 0.1807 / 0.2156 hartree
**LUMO level (alpha / beta)**: -10.800 / -10.784 eV
**Total energy**: -9109.9345 eV

Last column: Mulliken spin population.
Atoms and positions in Å:
1 O -2.182139 0.822680 0.153240  0.025
2 C -1.001716 1.041763 0.274990  0.059
3 H -0.608443 2.082427 0.301581  0.007
4 C 0.250631 -0.762152 1.555871  0.925
5 C 0.103451 -0.018697 0.482734  -0.085
6 C 0.635978 -0.326534 -0.865823  -0.085
7 O 0.951262 -1.510901 -1.152210  -0.060
8 La 1.979745 -0.506976 -3.325208  0.192
9 H -0.128765 -0.821613 2.574827  0.022

Atoms 1-2, force components in eV/Å:
O 1.925 -0.305 0.056
C -1.367 1.152 0.827

No. 2
Here is a structure of composition C4H2LiO2Rb at a distorted geometry from the Open Molecules 2025 dataset. Energies are from wB97M-V/def2-TZVPD.

Properties
**HOMO energy (alpha / beta)**: -8.171 / -5.857 eV
**Maximum force**: 4.537 eV/Å
**Orbital gap (alpha / beta)**: 0.2600 / 0.1418 hartree
**LUMO level (alpha / beta)**: -1.095 / -2.000 eV
**Total energy**: -9127.0916 eV

Last column: Mulliken charge in e.
Atoms and positions in Å:
1 C -1.122813 -2.379232 -0.608818  0.541
2 C -0.102644 -2.211509 0.098848  -0.851
3 O -2.229137 -2.046472 -1.101574  -0.583
4 Li -2.096083 0.626783 1.934759  -0.409
5 H 0.280570 -2.242985 1.100194  0.370
6 C 1.826969 -0.078542 -0.061068  -0.886
7 C 2.736113 0.602867 0.643875  0.694
8 O 3.570783 1.273760 1.124485  -0.412
9 Rb -1.275906 1.116314 -0.193623  1.285
10 H 2.022461 -0.467334 -1.079327  0.251

Atoms 1-2, force components in eV/Å:
C -3.335 3.072 0.155
C 0.927 -0.025 0.597

No. 3
Here is a structure of composition C4H2LiO2Zn at a distorted geometry from the Open Molecules 2025 dataset. Energies are from wB97M-V/def2-TZVPD.

Properties
**Net charge**: +1
**HOMO energy (alpha / beta)**: -11.350 / -11.300 eV
**Maximum force**: 4.144 eV/Å
**Orbital gap (alpha / beta)**: 0.2171 / 0.2219 hartree
**LUMO level (alpha / beta)**: -5.441 / -5.261 eV
**Total energy**: -56887.2045 eV

Last column: Mulliken charge in e.
Atoms and positions in Å:
1 H 1.456528 -0.257861 2.618604  0.294
2 O 1.608923 1.563255 1.657803  -0.732
3 C 1.029316 0.415775 1.851586  0.082
4 C 0.152480 -0.176479 1.023739  0.142
5 C -0.506238 -0.698272 0.003508  0.239
6 Li 1.804253 2.819783 0.447093  0.905
7 O -1.453737 -0.287033 -2.122304  -0.498
8 C -1.060538 0.260072 -1.064747  -0.011
9 Zn -0.821070 -2.047047 -1.364816  0.195
10 H -1.489705 1.244320 -0.790475  0.385

Atoms 1-2, force components in eV/Å:
H -0.646 0.718 0.561
O -0.817 -1.377 -0.541

No. 4
Here is a structure of composition C4H2N6O4 at a distorted geometry from the Open Molecules 2025 dataset. Energies are from wB97M-V/def2-TZVPD.

Properties
**HOMO energy**: -11.123 eV
**Maximum force**: 3.392 eV/Å
**Orbital gap**: 0.3438 hartree
**LUMO level**: -1.768 eV
**Total energy**: -21299.4666 eV

Last column: Mulliken charge in e.
Atoms and positions in Å:
1 C 0.105124 -1.487008 -0.281639  0.228
2 C 0.169143 -0.966133 1.536674  0.312
3 C 0.824293 0.681220 -0.417267  0.317
4 C -0.987813 0.222316 -0.029820  0.896
5 N 1.109458 -1.384825 0.790321  -0.715
6 N -0.943423 -1.130446 0.687609  -0.544
7 N 0.037580 -0.274348 -1.071097  -0.489
8 N -0.019812 1.144029 0.464271  -0.692
9 N 2.261849 1.055254 -0.708612  0.956
10 N -2.391403 0.798765 -0.372525  0.950
11 O 2.637177 0.618235 -1.760661  -0.499
12 O 2.842518 1.759579 0.087266  -0.512
13 O -2.471123 1.498977 -1.336329  -0.518
14 O -3.189973 0.581096 0.505443  -0.517
15 H 0.026229 -2.423515 -0.718186  0.479
16 H -0.009826 -0.693202 2.624545  0.349

Atoms 1-2, force components in eV/Å:
C 1.103 -0.867 2.119
C -1.109 -1.430 2.869

> The lowest total energy belongs to which entry?

C4H2LiO2Zn

What did the second record say?
Here is a structure of composition C4H2LiO2Rb at a distorted geometry from the Open Molecules 2025 dataset. Energies are from wB97M-V/def2-TZVPD.

Properties
**HOMO energy (alpha / beta)**: -8.171 / -5.857 eV
**Maximum force**: 4.537 eV/Å
**Orbital gap (alpha / beta)**: 0.2600 / 0.1418 hartree
**LUMO level (alpha / beta)**: -1.095 / -2.000 eV
**Total energy**: -9127.0916 eV

Last column: Mulliken charge in e.
Atoms and positions in Å:
1 C -1.122813 -2.379232 -0.608818  0.541
2 C -0.102644 -2.211509 0.098848  -0.851
3 O -2.229137 -2.046472 -1.101574  -0.583
4 Li -2.096083 0.626783 1.934759  -0.409
5 H 0.280570 -2.242985 1.100194  0.370
6 C 1.826969 -0.078542 -0.061068  -0.886
7 C 2.736113 0.602867 0.643875  0.694
8 O 3.570783 1.273760 1.124485  -0.412
9 Rb -1.275906 1.116314 -0.193623  1.285
10 H 2.022461 -0.467334 -1.079327  0.251

Atoms 1-2, force components in eV/Å:
C -3.335 3.072 0.155
C 0.927 -0.025 0.597

What did the first record say?
Here is a structure of composition C4H2LaO2 at a distorted geometry from the Open Molecules 2025 dataset. Energies are from wB97M-V/def2-TZVPD.

Properties
**Spin multiplicity**: 2
**Net charge**: +2
**HOMO energy (alpha / beta)**: -15.716 / -16.649 eV
**Maximum force**: 3.767 eV/Å
**Orbital gap (alpha / beta)**: 0.1807 / 0.2156 hartree
**LUMO level (alpha / beta)**: -10.800 / -10.784 eV
**Total energy**: -9109.9345 eV

Last column: Mulliken spin population.
Atoms and positions in Å:
1 O -2.182139 0.822680 0.153240  0.025
2 C -1.001716 1.041763 0.274990  0.059
3 H -0.608443 2.082427 0.301581  0.007
4 C 0.250631 -0.762152 1.555871  0.925
5 C 0.103451 -0.018697 0.482734  -0.085
6 C 0.635978 -0.326534 -0.865823  -0.085
7 O 0.951262 -1.510901 -1.152210  -0.060
8 La 1.979745 -0.506976 -3.325208  0.192
9 H -0.128765 -0.821613 2.574827  0.022

Atoms 1-2, force components in eV/Å:
O 1.925 -0.305 0.056
C -1.367 1.152 0.827